1.
{
  "formula": "C20H17ClFe",
  "method": "ωB97M-V with the def2-TZVPD basis set",
  "multiplicity": 5,
  "total_charge": -2,
  "e_homo_ev": [0.12, 0.12],
  "s2": 6.035,
  "relative_energy_kcal_mol": 19.4,
  "symbols": ["C", "C", "C", "H", "C", "C", "H", "H", "H", "H", "Fe", "Cl", "C", "C", "C", "H", "C", "C", "H", "H", "H", "H", "C", "C", "C", "C", "C", "C", "C", "C", "C", "C", "H", "H", "H", "H", "H", "H", "H"],
  "positions_angstrom": [[-2.67877, -0.92271, -0.04923], [-1.74502, -1.16089, -1.14340], [-1.19437, 0.08404, -1.54636], [-1.62061, -2.11120, -1.67971], [-1.57794, 1.08944, -0.62513], [-2.47873, 0.49957, 0.35456], [-3.08974, 1.05162, 1.06342], [-3.57914, -1.49802, 0.18626], [-0.66892, 0.25802, -2.49601], [-1.40757, 2.15515, -0.78063], [-1.03765, -0.59762, 1.21878], [0.37519, -2.17121, 1.48738], [2.79865, 0.23131, -0.32227], [2.44052, 1.47717, -0.93050], [2.06079, 1.20599, -2.28367], [2.34876, 2.44032, -0.40141], [2.27275, -0.19748, -2.51919], [2.79879, -0.79020, -1.32825], [3.09033, -1.81998, -1.19622], [2.95927, 0.03264, 0.73513], [1.62640, 1.92065, -2.97842], [2.18543, -0.68327, -3.48768], [2.11672, 3.03282, 4.98374], [2.40782, 2.67696, 3.64353], [1.54471, 1.87541, 2.91030], [0.37163, 1.36597, 3.51874], [-0.58889, 0.53263, 2.88948], [-1.72294, 0.06718, 3.51796], [-2.01079, 0.42988, 4.86700], [-1.11010, 1.27048, 5.49671], [0.07095, 1.74191, 4.88140], [0.94980, 2.58798, 5.59278], [2.80029, 3.65753, 5.54516], [3.31158, 3.05640, 3.16836], [1.71487, 1.62431, 1.86148], [-2.33942, -0.62629, 2.93177], [-2.90138, 0.07616, 5.40635], [-1.30721, 1.62881, 6.51185], [0.67584, 2.85492, 6.61095]]
}

2.
{
  "formula": "C14H22Br2F9FeO6",
  "method": "ωB97M-V with the def2-TZVPD basis set",
  "multiplicity": 5,
  "total_charge": -1,
  "e_homo_ev": [-5.12, -4.60],
  "s2": 6.008,
  "relative_energy_kcal_mol": 60.4,
  "symbols": ["Fe", "C", "O", "O", "C", "F", "F", "F", "C", "C", "H", "H", "H", "H", "H", "H", "C", "O", "O", "C", "F", "F", "F", "C", "C", "H", "H", "H", "H", "H", "H", "C", "O", "O", "C", "F", "F", "F", "C", "C", "H", "H", "H", "H", "H", "H", "Br", "C", "C", "Br", "H", "H", "H", "H"],
  "positions_angstrom": [[0.14624, 0.33255, 0.44325], [2.83478, -0.11773, 0.99423], [2.15679, 0.61169, -0.08387], [1.64245, -0.39916, 1.71553], [3.89027, -1.21395, 0.58600], [4.37890, -1.93412, 1.60308], [3.31493, -2.02526, -0.36535], [4.96249, -0.65597, -0.05032], [2.85145, 1.67837, -0.75589], [1.96151, 2.00549, -1.97313], [2.34705, 2.92159, -2.42062], [1.90340, 1.18927, -2.69320], [0.98091, 2.39210, -1.69556], [3.87345, 1.44480, -1.05435], [2.90121, 2.50332, -0.04519], [3.44477, 0.60040, 1.54223], [-0.15078, -1.75657, -2.40200], [-1.30864, -1.25285, -3.06745], [-0.18131, -0.82920, -1.33369], [-0.09484, -3.31446, -1.98647], [0.65271, -3.51807, -0.94227], [-1.25597, -3.81695, -1.58164], [0.36970, -4.10300, -2.99362], [-1.71841, -1.96531, -4.23337], [-3.04992, -1.29681, -4.64185], [-2.94428, -0.22650, -4.81897], [-3.35110, -1.77248, -5.57519], [-3.80591, -1.54226, -3.89597], [-1.75377, -3.05244, -4.16276], [-1.03453, -1.60180, -5.00034], [0.73892, -1.60166, -3.01236], [-1.22130, 2.67621, 0.64632], [-0.09529, 2.19410, 1.44884], [-1.46455, 1.58273, -0.24654], [-2.34919, 3.29711, 1.54832], [-1.90669, 4.33641, 2.24786], [-3.43261, 3.71163, 0.89884], [-2.82721, 2.46900, 2.44253], [0.53112, 3.20829, 2.30479], [1.67501, 2.58541, 3.04581], [2.47170, 2.42991, 2.31836], [2.02628, 3.25767, 3.82861], [1.32232, 1.67831, 3.53660], [-0.08005, 3.62484, 3.10545], [0.92089, 4.08203, 1.78251], [-0.95279, 3.53664, 0.03342], [-2.43987, -4.85923, 4.23917], [-2.91137, -3.38074, 2.96017], [-2.03200, -2.17779, 3.29572], [-2.09972, -0.82370, 1.89678], [-3.97256, -3.13931, 2.89942], [-2.64558, -3.79519, 1.98770], [-0.97034, -2.40354, 3.39580], [-2.24871, -1.77381, 4.28463]]
}

3.
{
  "formula": "C28H47Cl10N5O3",
  "method": "ωB97M-V with the def2-TZVPD basis set",
  "total_charge": 0,
  "smiles": "COCc1c(COC(C)=O)cc(CN)c2nc(CCCCN)c(N)nc12.ClCCCl.ClCCCl.ClCCCl.ClCCCl.ClCCCl",
  "e_homo_ev": -8.02,
  "relative_energy_kcal_mol": 202.9,
  "symbols": ["C", "O", "C", "C", "C", "C", "O", "C", "C", "O", "C", "C", "C", "N", "C", "N", "C", "C", "C", "C", "C", "N", "C", "N", "N", "C", "H", "H", "H", "H", "H", "H", "H", "H", "H", "H", "H", "H", "H", "H", "H", "H", "H", "H", "H", "H", "H", "H", "H", "H", "H", "H", "H", "Cl", "C", "C", "Cl", "H", "H", "H", "H", "Cl", "C", "C", "Cl", "H", "H", "H", "H", "Cl", "C", "C", "Cl", "H", "H", "H", "H", "Cl", "C", "C", "Cl", "H", "H", "H", "H", "Cl", "C", "C", "Cl", "H", "H", "H", "H"],
  "positions_angstrom": [[2.17093, 2.60091, -1.01237], [1.63667, 1.49847, -0.19508], [1.12527, 2.06486, 1.08410], [-0.33077, 1.36466, 1.36809], [-0.46635, 0.37291, 2.68174], [0.78655, 0.06914, 3.71372], [0.57019, -1.14432, 4.55904], [1.67397, -2.05232, 4.10253], [1.30351, -2.95774, 2.75289], [2.88690, -2.09460, 4.71268], [-1.90198, -0.35791, 3.00475], [-3.18202, -0.00847, 1.98623], [-4.61142, -0.75098, 2.39619], [-4.68848, -0.68211, 3.92398], [-3.02811, 1.02594, 0.68828], [-4.26181, 1.28813, -0.12761], [-4.02095, 2.22337, -1.27818], [-5.34020, 2.61698, -2.21205], [-5.14536, 2.28976, -3.80647], [-4.66937, 0.75946, -4.15115], [-3.01982, 0.54600, -4.06694], [-2.60529, -0.38520, -5.18513], [-2.55454, 2.86193, -1.57778], [-2.45606, 3.80841, -2.79278], [-1.28253, 2.63755, -0.80879], [-1.59863, 1.71808, 0.33714], [2.98538, 3.19988, -0.42321], [1.28870, 3.35216, -1.23074], [2.65877, 2.14447, -1.98020], [0.95407, 3.23035, 1.01731], [1.93251, 1.88299, 1.91901], [1.82668, 0.00688, 3.13188], [0.93213, 0.95979, 4.49402], [2.26672, -3.55171, 2.45376], [1.02173, -2.21177, 1.86510], [0.37804, -3.61880, 3.02948], [-2.07462, -1.08861, 3.91209], [-4.47210, -1.89333, 2.11565], [-5.54848, -0.29458, 1.86445], [-5.68002, -0.84281, 4.23249], [-4.35858, 0.28539, 4.19532], [-5.62504, 3.74046, -1.97552], [-6.24813, 1.95301, -1.82646], [-6.21868, 2.42690, -4.31053], [-4.45557, 3.09111, -4.36029], [-4.93905, 0.57064, -5.29866], [-5.26419, -0.08005, -3.54938], [-2.81092, 0.14180, -2.98363], [-2.50725, 1.60165, -4.27907], [-2.77895, -1.39088, -4.96533], [-1.59734, -0.20020, -5.42794], [-2.98315, 4.69188, -2.61796], [-1.43464, 3.99513, -2.99912], [0.45717, -2.34859, -3.06915], [1.37682, -2.02818, -1.57787], [2.30383, -3.17790, -1.21647], [1.40717, -4.63131, -0.70952], [0.66195, -1.81952, -0.77585], [1.96233, -1.12139, -1.75608], [2.94173, -2.89099, -0.37563], [2.95041, -3.45366, -2.05552], [3.99443, 0.10420, -1.76696], [4.91408, 0.42461, -0.27567], [5.84109, -0.72511, 0.08572], [4.94443, -2.17852, 0.59267], [4.19921, 0.63327, 0.52635], [5.49959, 1.33140, -0.45388], [6.47899, -0.43820, 0.92656], [6.48767, -1.00087, -0.75332], [-6.62498, 3.38427, -7.59691], [-6.72962, 1.76556, -8.33257], [-7.77386, 0.89287, -7.65450], [-7.29933, 0.43959, -5.99838], [-5.73566, 1.30921, -8.29285], [-6.99470, 1.91248, -9.38376], [-7.89942, -0.03891, -8.21332], [-8.74620, 1.39297, -7.60393], [11.64524, 1.42011, 1.98334], [10.87372, -0.18458, 1.93797], [9.71635, -0.23785, 0.95334], [8.33126, 0.74589, 1.48923], [10.55098, -0.43544, 2.95321], [11.64706, -0.89899, 1.64060], [9.35572, -1.26607, 0.85869], [10.01572, 0.11056, -0.04018], [0.18763, -3.43420, 7.22213], [1.66826, -2.93070, 8.07452], [2.30855, -4.07775, 8.84011], [1.32173, -4.59197, 10.23121], [1.41279, -2.09735, 8.73638], [2.36105, -2.56032, 7.31312], [3.27733, -3.76365, 9.23894], [2.47115, -4.94968, 8.19871]]
}